Entry 1:
C20H25NO2S | ωB97M-V/def2-TZVPD

Geometry as XYZ:
```
49
Properties=species:S:1:pos:R:3:forces:R:3
C -3.9410 -4.1852 -3.8862 -0.122 -0.864 0.261
O -4.4372 -3.3455 -2.8439 1.114 1.066 0.459
C -3.4680 -2.8704 -1.9276 1.471 -1.919 -0.717
C -2.3052 -3.5485 -1.6358 -1.147 0.438 -0.573
C -1.3002 -3.0509 -0.6066 -0.548 1.363 -0.226
C -1.3367 -1.4856 -0.4313 -0.490 -1.046 0.606
C -0.5536 -1.0143 0.8294 -0.434 -0.503 -0.972
C 0.9133 -1.5045 0.8189 0.136 0.840 0.239
N 1.6577 -0.8269 1.8994 0.980 0.180 1.729
C 1.4859 -1.0951 3.2507 0.255 -0.644 -1.245
O 0.7240 -1.9271 3.6713 -0.754 -0.380 0.252
C 2.4347 -0.3560 4.1683 -0.123 1.155 0.444
S 3.6055 0.5570 3.1481 0.114 -0.374 -0.013
C 2.6785 0.1774 1.6278 -0.477 0.058 -0.926
C 2.0614 1.4546 1.1411 0.654 0.520 -1.536
C 1.0864 2.1014 1.8573 -0.614 1.550 -0.444
C 0.5840 3.3328 1.3653 0.917 -0.962 0.099
C 1.0797 3.9020 0.1740 -1.170 0.379 0.662
C 0.5385 5.2486 -0.2814 -0.057 -0.502 0.875
C 2.0166 3.2170 -0.5911 0.461 -0.437 -0.175
C 2.4808 3.6669 -1.9863 0.198 0.461 1.595
C 2.5114 2.0204 -0.0684 -0.572 -0.235 0.399
C -2.7697 -0.9755 -0.4954 -1.709 -2.199 -2.036
C -3.7508 -1.6036 -1.2898 1.539 1.916 2.207
H -2.8685 -4.0221 -4.0301 -0.172 -0.026 -0.070
H -4.1159 -5.2484 -3.5948 0.248 0.614 -0.292
H -4.4578 -4.0048 -4.8477 -0.009 0.200 0.719
H -2.0737 -4.5021 -2.1370 -0.266 0.507 0.417
H -1.5017 -3.4955 0.3753 0.113 -0.234 -0.059
H -0.2930 -3.2985 -0.9400 -0.003 -0.304 0.190
H -0.8267 -1.0730 -1.2814 0.335 0.393 -0.764
H -0.5709 0.0805 0.8697 0.145 -0.114 -0.083
H -1.0958 -1.3648 1.7077 0.290 -0.147 0.192
H 1.4323 -1.2441 -0.1370 -0.509 -0.004 0.642
H 1.0241 -2.5887 0.9299 -0.241 0.178 0.205
H 1.8900 0.3284 4.8679 0.257 -0.649 -0.667
H 3.0016 -1.0541 4.7621 -0.144 -0.430 0.206
H 3.3647 -0.2112 0.8633 -0.002 0.109 0.216
H 0.7463 1.7024 2.8036 -0.170 0.004 0.010
H -0.1723 3.8389 1.9558 0.045 0.128 -0.188
H -0.2821 5.6070 0.3650 0.328 -0.296 -0.294
H 0.1788 5.1676 -1.2946 -0.089 0.251 -0.416
H 1.3372 5.9786 -0.2078 0.105 0.277 -0.285
H 1.6182 3.8634 -2.6039 -0.152 0.075 -0.373
H 3.1135 4.5804 -1.9391 -0.459 -0.477 -0.040
H 3.0763 2.8652 -2.3893 0.161 -0.171 -0.426
H 3.2307 1.4648 -0.6486 0.254 -0.117 -0.110
H -2.9991 -0.0967 0.0640 -0.276 0.635 0.089
H -4.7517 -1.1623 -1.4209 0.590 -0.264 0.218
```
Forces are in eV/Å.

Properties
Net charge: 0
Energy relative to the best compared isomer or geometry (same formula, charge and spin) in eV: 0.7944
Electronic energy in Eh: -1380.48765
Gap between HOMO and LUMO in eV: 8.562
HOMO in eV: -7.92

Atom-resolved charges from natural (NBO), all expressed in e:
1 C -0.2542
2 O -0.5173
3 C 0.2757
4 C -0.2794
5 C -0.4234
6 C -0.2549
7 C -0.4028
8 C -0.2074
9 N -0.4525
10 C 0.6783
11 O -0.6043
12 C -0.6274
13 S 0.2213
14 C -0.1480
15 C -0.0648
16 C -0.2052
17 C -0.2219
18 C 0.0665
19 C -0.6484
20 C -0.0364
21 C -0.6277
22 C -0.2019
23 C -0.1244
24 C -0.2610
25 H 0.1847
26 H 0.1764
27 H 0.1928
28 H 0.2108
29 H 0.2119
30 H 0.2102
31 H 0.2029
32 H 0.2178
33 H 0.2256
34 H 0.2055
35 H 0.2215
36 H 0.2422
37 H 0.2497
38 H 0.2122
39 H 0.2133
40 H 0.2103
41 H 0.2163
42 H 0.2144
43 H 0.2183
44 H 0.2180
45 H 0.2207
46 H 0.2155
47 H 0.1983
48 H 0.2030
49 H 0.2293

=====

Entry 2:
C4H8N2O | ωB97M-V/def2-TZVPD

Geometry as XYZ:
```
15
Properties=species:S:1:pos:R:3:forces:R:3
C -1.2777 -1.2594 0.3580 -1.454 2.285 -0.566
C -1.7866 -0.1981 0.0188 0.415 -3.429 0.978
C -2.4089 0.9984 -0.5121 0.997 -0.357 3.389
C 2.4597 -0.6168 -0.3346 -1.465 -1.998 -1.802
N 0.3803 1.6786 1.0570 -0.690 -0.079 0.697
N 0.8347 0.6763 0.7305 -0.190 1.209 0.044
O 1.9935 0.7018 -0.1968 1.188 -1.507 -0.539
H 0.5444 -0.3271 0.8240 0.127 0.407 0.116
H -0.9386 -2.1627 0.7851 0.182 -0.383 0.002
H -1.8701 1.7612 0.0480 -0.010 0.752 -0.608
H -2.1656 0.9169 -1.4990 0.026 0.812 -2.956
H -3.4369 1.0770 -0.2226 -0.659 -0.134 -0.331
H 2.0573 -1.3192 0.4136 -0.465 0.375 0.317
H 3.4985 -0.7478 -0.1403 1.040 0.474 -0.398
H 2.1162 -1.1790 -1.3295 0.958 1.573 1.657
```
Forces are in eV/Å.

Properties
Net charge: 0
Energy relative to the best compared isomer or geometry (same formula, charge and spin) in eV: 7.2088
Electronic energy in Eh: -341.73873
Gap between HOMO and LUMO in eV: 10.005
HOMO in eV: -9.13

Atom-resolved charges from natural (NBO), all expressed in e:
1 C -0.3723
2 C 0.0929
3 C -0.7047
4 C -0.2908
5 N -0.1655
6 N 0.0030
7 O -0.4579
8 H 0.3663
9 H 0.2455
10 H 0.2622
11 H 0.2436
12 H 0.2463
13 H 0.1587
14 H 0.1988
15 H 0.1737